1.
C15H7F4NaO2 | wB97M-V/def2-TZVPD

Properties
**Frontier orbital gap**: 0.174 Eh
**Energy relative to the best compared isomer or geometry (same formula, charge and spin)**: 0.0 kcal/mol
**2S+1**: 1
**E_HOMO**: -6.9 eV

Positions of all 29 atoms, in Å:
F  1.91  -1.74  3.06
C  0.66  -1.30  2.83
C  0.30  -0.07  3.22
F  1.18  0.72  3.85
C  -1.05  0.42  2.98
O  -1.38  1.52  3.35
C  -1.99  -0.45  2.28
F  -3.23  0.00  2.04
C  -1.62  -1.68  1.88
F  -2.50  -2.47  1.25
C  -0.28  -2.18  2.15
O  0.04  -3.30  1.82
C  0.00  -0.68  -3.18
Na  1.46  -2.28  -3.95
C  0.94  -0.70  -1.98
C  0.91  -1.90  -1.31
C  -0.10  -2.80  -1.99
C  -0.65  -2.05  -3.10
C  -1.39  -2.74  -4.09
C  -1.68  -4.09  -3.90
C  -1.22  -4.78  -2.79
C  -0.41  -4.17  -1.85
H  -0.73  0.14  -3.15
H  1.57  0.14  -1.70
H  1.56  -2.19  -0.49
H  -1.71  -2.21  -4.99
H  -2.27  -4.61  -4.64
H  -1.49  -5.81  -2.65
H  -0.02  -4.72  -1.00

Atomic partial charges in e from the Mulliken method, atoms 1 to 8: -0.29, 0.29, 0.40, -0.27, 0.28, -0.51, 0.44, -0.27


2.
C15H7N3O4S2 | wB97M-V/def2-TZVPD

Properties
**Frontier orbital gap**: 0.244 Eh
**Structure (SMILES)**: O=C1c2cccc([N+](=O)[O-])c2C(=O)N1c1ccc2[nH]c(=S)sc2c1
**2S+1**: 1
**E_HOMO**: -8.2 eV

Positions of all 31 atoms, in Å:
O  1.04  1.87  1.43
C  1.13  0.76  0.95
C  2.12  -0.23  1.36
C  3.17  0.01  2.29
C  4.05  -1.05  2.62
C  3.84  -2.28  1.95
C  2.80  -2.52  1.00
N  2.65  -3.77  0.36
O  2.86  -4.79  1.01
O  2.37  -3.73  -0.88
C  1.94  -1.40  0.73
C  0.76  -1.13  -0.12
O  0.10  -2.02  -0.63
N  0.36  0.21  -0.06
C  -0.80  0.77  -0.68
C  -1.24  0.25  -1.92
C  -2.41  0.79  -2.52
C  -3.19  1.70  -1.82
N  -4.41  2.22  -2.21
C  -5.04  2.95  -1.24
S  -6.53  3.66  -1.62
S  -4.10  3.00  0.22
C  -2.80  2.14  -0.55
C  -1.58  1.73  -0.02
H  3.28  0.98  2.78
H  4.88  -0.99  3.37
H  4.51  -3.11  2.15
H  -0.71  -0.53  -2.45
H  -2.77  0.44  -3.46
H  -4.91  1.99  -3.05
H  -1.36  2.09  0.99

Atomic partial charges in e from the Mulliken method, atoms 1 to 8: -0.63, 0.30, -0.17, -0.39, -0.69, -0.43, -0.08, 0.90


3.
C15H7N3O5Pd | wB97M-V/def2-TZVPD

Properties
**Frontier orbital gap (spin up / spin down)**: 0.235 / 0.191 Eh
**Charge**: +2
**2S+1**: 3
**E_HOMO (spin up / spin down)**: -14.6 / -14.6 eV

Positions of all 31 atoms, in Å:
O  1.77  -5.91  -2.88
C  1.40  -5.03  -2.27
Pd  0.97  -2.95  -1.64
O  0.92  -1.89  -4.63
C  0.91  -2.36  -3.59
C  0.96  -3.52  0.32
O  1.05  -4.08  1.31
C  2.98  -2.58  -1.55
O  4.07  -2.29  -1.37
C  -1.03  -3.29  -1.71
O  -2.11  -3.58  -1.96
N  -2.83  5.07  4.54
C  -2.36  4.32  3.77
C  -1.78  3.43  2.80
C  -1.79  2.04  3.01
C  -1.22  1.18  2.07
C  -0.61  1.73  0.93
C  -0.61  3.11  0.70
C  -1.20  3.96  1.65
N  0.04  0.89  0.00
C  0.84  1.31  -1.06
C  1.28  0.18  -1.69
N  0.74  -0.89  -1.03
C  0.01  -0.47  -0.02
H  -2.25  1.64  3.92
H  -1.22  0.10  2.23
H  -0.17  3.53  -0.20
H  -1.19  5.04  1.48
H  1.05  2.33  -1.28
H  1.93  0.07  -2.55
H  -0.54  -1.08  0.70

Atomic partial charges in e from the Mulliken method, atoms 1 to 8: -0.04, 0.33, 0.48, -0.07, 0.31, 0.30, -0.10, 0.31


4.
C15H8CoN3O5 | wB97M-V/def2-TZVPD

Properties
**Frontier orbital gap (spin up / spin down)**: 0.218 / 0.258 Eh
**Charge**: +1
**Energy relative to the best compared isomer or geometry (same formula, charge and spin)**: 8.7 kcal/mol
**2S+1**: 4
**E_HOMO (spin up / spin down)**: -9.9 / -12.8 eV

Positions of all 32 atoms, in Å:
O  3.58  -0.28  -2.71
C  2.63  0.22  -2.33
Co  -1.54  2.92  -1.73
C  -2.88  2.68  -0.64
O  -3.58  2.31  0.21
C  -4.20  5.52  -2.01
O  -4.54  6.44  -2.60
C  -1.89  2.32  -3.32
O  -2.11  1.90  -4.39
C  -0.38  3.81  -0.77
O  0.40  4.39  -0.13
H  -0.81  1.80  -1.60
N  4.01  -4.79  3.83
C  3.27  -4.06  3.28
C  2.38  -3.18  2.60
C  2.80  -1.88  2.26
C  1.94  -1.01  1.57
C  0.70  -1.50  1.16
C  0.24  -2.77  1.54
C  1.10  -3.61  2.25
N  -0.11  -0.75  0.29
C  -1.31  -1.18  -0.29
C  -1.73  -0.21  -1.13
N  -0.84  0.83  -0.98
C  0.14  0.50  -0.17
H  3.79  -1.54  2.55
H  2.23  0.02  1.35
H  -0.77  -3.10  1.30
H  0.76  -4.61  2.52
H  -1.76  -2.14  -0.09
H  -2.53  -0.18  -1.86
H  1.01  1.12  0.05

Atomic partial charges in e from the Mulliken method, atoms 1 to 8: -0.17, 0.19, -0.20, 0.24, -0.26, 0.15, -0.16, 0.07


5.
C15H8N12O3Rh | wB97M-V/def2-TZVPD

Properties
**Frontier orbital gap (spin up / spin down)**: 0.262 / 0.235 Eh
**Charge**: +1
**2S+1**: 5
**E_HOMO (spin up / spin down)**: -11.6 / -13.3 eV

Positions of all 39 atoms, in Å:
Rh  -0.34  1.28  -1.59
N  -3.72  1.97  -0.80
C  -2.86  3.03  -0.87
N  -3.21  4.27  -0.56
N  -2.10  4.99  -0.77
N  -1.13  4.21  -1.20
N  -1.58  2.95  -1.27
C  -3.40  0.69  -1.00
N  -4.29  -0.32  -0.90
N  -3.59  -1.40  -1.15
N  -2.31  -1.07  -1.40
N  -2.16  0.23  -1.31
H  -4.70  2.18  -0.59
O  3.09  -3.61  3.36
N  2.50  -2.56  3.39
O  2.28  -1.92  4.39
C  1.98  -2.01  2.09
C  2.21  -2.74  1.00
C  1.80  -2.30  -0.29
C  2.02  -3.05  -1.46
C  1.60  -2.54  -2.67
C  0.98  -1.29  -2.69
N  0.76  -0.58  -1.60
C  1.15  -1.08  -0.41
C  0.87  -0.30  0.77
N  0.20  0.87  0.60
C  -0.09  1.62  1.64
C  0.27  1.24  2.94
C  0.94  0.07  3.13
C  1.27  -0.75  2.03
H  2.74  -3.68  1.12
H  2.51  -4.01  -1.40
H  1.74  -3.09  -3.59
H  0.66  -0.86  -3.63
H  -0.62  2.54  1.45
H  0.01  1.88  3.77
H  1.22  -0.24  4.13
O  2.07  3.02  -2.50
C  1.22  2.37  -2.16

Atomic partial charges in e from the Mulliken method, atoms 1 to 8: 0.44, 0.01, 0.36, -0.32, -0.47, -0.46, 0.51, 0.41


6.
C15H9Cl2O2 | wB97M-V/def2-TZVPD

Properties
**Frontier orbital gap**: 0.106 Eh
**Charge**: -1
**Energy relative to the best compared isomer or geometry (same formula, charge and spin)**: 0.0 kcal/mol
**2S+1**: 1
**E_HOMO**: -2.4 eV

Positions of all 28 atoms, in Å:
Cl  -3.73  2.62  1.42
C  -2.07  2.66  1.06
C  -1.12  2.59  2.02
C  0.32  2.64  1.74
O  1.17  2.54  2.63
C  0.68  2.79  0.28
Cl  2.35  2.92  -0.08
C  -0.26  2.85  -0.68
C  -1.70  2.80  -0.40
O  -2.55  2.87  -1.29
H  -1.43  2.49  3.06
H  0.05  2.96  -1.72
C  1.95  -0.65  -0.17
C  2.39  -0.74  -1.52
C  1.58  -1.70  -2.19
C  0.62  -2.22  -1.26
C  0.85  -1.55  0.02
C  0.05  -1.86  1.12
C  -0.96  -2.82  0.97
C  -1.18  -3.47  -0.26
C  -0.39  -3.17  -1.38
H  2.38  -0.03  0.61
H  3.21  -0.18  -1.96
H  1.65  -2.01  -3.23
H  0.24  -1.36  2.07
H  -1.58  -3.08  1.83
H  -1.96  -4.22  -0.34
H  -0.55  -3.67  -2.34

Atomic partial charges in e from the Mulliken method, atoms 1 to 8: -0.18, 0.47, -0.48, 0.36, -0.62, 0.45, -0.16, -0.44


7.
C15H9F8NO14 | wB97M-V/def2-TZVPD

Properties
**Frontier orbital gap**: 0.342 Eh
**Structure (SMILES)**: O=NOC1=C(C(F)(F)C(F)(F)F)C(=O)OC1=O.O=C1OC[C@@H](F)O1.O=C1OC[C@@H](F)O1.O=C1OC[C@@H](F)O1
**2S+1**: 1
**E_HOMO**: -11.1 eV

Positions of all 47 atoms, in Å:
O  1.24  -2.01  2.22
N  0.48  -1.21  2.40
O  1.23  0.06  3.04
C  1.02  1.12  2.27
C  -0.09  1.81  1.97
C  -1.50  1.62  2.44
F  -1.52  0.84  3.54
F  -2.02  2.81  2.78
C  -2.43  0.97  1.36
F  -3.55  1.67  1.20
F  -1.81  0.92  0.17
F  -2.76  -0.27  1.70
C  0.29  2.90  1.04
O  -0.38  3.70  0.48
O  1.67  2.86  0.88
C  2.17  1.75  1.53
O  3.30  1.41  1.45
O  1.99  -0.30  -0.58
C  2.76  -1.21  -0.60
O  4.10  -1.09  -0.58
C  4.67  -2.40  -0.51
C  3.54  -3.27  -1.04
F  3.50  -4.48  -0.45
O  2.39  -2.52  -0.67
H  4.88  -2.65  0.53
H  5.58  -2.44  -1.10
H  3.54  -3.40  -2.12
O  4.37  1.06  -7.03
C  4.13  0.75  -5.92
O  3.48  1.51  -5.01
C  3.24  0.73  -3.84
C  4.31  -0.34  -3.96
F  3.90  -1.54  -3.46
O  4.48  -0.45  -5.35
H  2.24  0.28  -3.89
H  3.32  1.34  -2.95
H  5.26  -0.08  -3.49
O  -9.73  0.34  2.57
C  -8.58  0.19  2.37
O  -7.98  0.20  1.15
C  -6.57  0.15  1.34
C  -6.45  -0.46  2.72
F  -5.39  0.01  3.41
O  -7.64  -0.02  3.34
H  -6.16  1.16  1.33
H  -6.10  -0.44  0.55
H  -6.42  -1.55  2.74

Atomic partial charges in e from the Mulliken method, atoms 1 to 8: -0.21, 0.40, -0.60, 1.08, -0.29, 0.96, -0.30, -0.31


8.
C16H10AuNO2S2 | wB97M-V/def2-TZVPD

Properties
**Frontier orbital gap (spin up / spin down)**: 0.299 / 0.207 Eh
**2S+1**: 3
**E_HOMO (spin up / spin down)**: -8.4 / -8.6 eV

Positions of all 32 atoms, in Å:
Au  -0.21  0.83  -2.57
S  -2.39  1.06  -1.83
C  -2.18  2.08  -0.46
C  -3.24  2.16  0.46
C  -3.15  2.96  1.57
C  -2.00  3.73  1.80
C  -0.95  3.68  0.92
C  -1.01  2.86  -0.23
S  0.32  2.91  -1.31
H  -4.13  1.57  0.27
H  -3.98  3.00  2.27
H  -1.93  4.35  2.69
H  -0.06  4.26  1.09
O  3.70  -0.11  -3.46
C  2.55  -0.08  -3.07
O  1.58  0.59  -3.59
C  2.21  -0.93  -1.83
C  3.23  -1.69  -1.23
C  2.92  -2.43  -0.13
C  1.61  -2.43  0.38
C  1.22  -3.17  1.52
C  -0.06  -3.13  1.98
C  -1.03  -2.36  1.30
C  -0.69  -1.63  0.19
C  0.63  -1.64  -0.29
N  0.98  -0.91  -1.38
H  4.22  -1.64  -1.66
H  3.68  -3.02  0.37
H  1.97  -3.77  2.03
H  -0.35  -3.70  2.85
H  -2.05  -2.34  1.67
H  -1.42  -1.05  -0.34

Atomic partial charges in e from the Mulliken method, atoms 1 to 8: 0.59, -0.32, 0.56, -0.67, -0.46, -0.51, -0.52, 0.50


9.
C16H10F6N2O6ReS4 | wB97M-V/def2-TZVPD

Properties
**Frontier orbital gap (spin up / spin down)**: 0.219 / 0.232 Eh
**Charge**: +2
**Energy relative to the best compared isomer or geometry (same formula, charge and spin)**: 14.2 kcal/mol
**2S+1**: 2
**E_HOMO (spin up / spin down)**: -15.2 / -15.2 eV

Positions of all 45 atoms, in Å:
Re  0.36  -0.24  0.47
F  -0.87  -1.16  4.91
C  -1.87  -0.96  4.09
F  -2.51  0.15  4.36
F  -2.67  -1.99  4.04
S  -1.14  -0.71  2.36
O  -0.11  0.37  2.49
O  -2.15  -0.37  1.39
N  -0.22  -1.96  1.88
S  -0.58  -2.90  0.55
O  0.20  -4.07  0.55
O  -0.36  -1.91  -0.56
C  -2.44  -3.35  0.46
F  -2.49  -4.59  0.07
F  -3.02  -2.54  -0.38
F  -2.93  -3.21  1.68
S  -1.09  2.85  -2.46
C  -0.90  1.46  -1.55
N  0.15  1.43  -0.74
C  0.89  2.62  -0.82
C  2.02  2.98  -0.09
C  2.59  4.21  -0.34
C  2.05  5.09  -1.29
C  0.92  4.76  -2.01
C  0.35  3.51  -1.75
H  -1.59  0.63  -1.62
H  2.44  2.34  0.67
H  3.46  4.51  0.22
H  2.53  6.05  -1.46
H  0.49  5.44  -2.73
O  6.21  0.48  -4.95
C  6.18  1.12  -3.77
O  6.83  2.09  -3.55
C  5.23  0.60  -2.72
C  3.88  0.39  -3.02
C  2.99  0.06  -2.01
C  3.48  -0.10  -0.71
S  2.48  -0.45  0.67
C  4.84  0.06  -0.42
C  5.70  0.43  -1.43
H  5.72  -0.35  -4.93
H  3.52  0.52  -4.03
H  1.95  -0.09  -2.24
H  5.20  -0.09  0.59
H  6.75  0.61  -1.22

Atomic partial charges in e from the Mulliken method, atoms 1 to 8: 1.72, -0.14, 0.50, -0.14, -0.13, 1.27, -0.70, -0.54


10.
C16H11BF4N3O5Pd | wB97M-V/def2-TZVPD

Properties
**Frontier orbital gap (spin up / spin down)**: 0.138 / 0.144 Eh
**Charge**: +1
**Energy relative to the best compared isomer or geometry (same formula, charge and spin)**: 7.3 kcal/mol
**2S+1**: 1
**E_HOMO (spin up / spin down)**: -12.0 / -12.0 eV

Positions of all 41 atoms, in Å:
Pd  1.32  -0.69  0.07
O  -0.47  -1.57  0.19
C  -1.04  -2.01  1.19
C  -2.47  -2.22  1.09
C  -3.17  -2.66  2.16
C  -2.50  -2.95  3.39
C  -1.14  -2.81  3.53
C  -0.34  -2.35  2.46
C  1.04  -2.28  2.57
N  1.93  -1.77  1.66
C  3.16  -1.90  2.14
C  3.07  -2.53  3.41
N  1.78  -2.75  3.65
H  -2.93  -1.95  0.15
H  -4.24  -2.79  2.10
H  -3.08  -3.30  4.23
H  -0.70  -3.05  4.49
H  4.04  -1.56  1.61
H  3.85  -2.82  4.09
H  1.41  -3.21  4.46
F  3.12  0.17  -0.05
B  4.69  0.40  0.09
F  4.78  1.18  1.20
F  5.08  0.92  -1.08
F  5.16  -0.90  0.33
O  -0.93  0.95  0.03
C  -0.37  1.09  -1.06
O  0.71  0.43  -1.38
C  -0.90  2.00  -2.12
C  -2.06  2.71  -1.86
C  -2.58  3.56  -2.82
C  -1.90  3.68  -4.02
C  -0.73  2.99  -4.30
C  -0.23  2.14  -3.33
N  -2.45  4.59  -5.06
O  -3.47  5.18  -4.79
O  -1.84  4.68  -6.10
H  -2.55  2.59  -0.91
H  -3.48  4.13  -2.66
H  -0.25  3.12  -5.25
H  0.68  1.58  -3.51

Atomic partial charges in e from the Mulliken method, atoms 1 to 8: 0.89, -0.61, 1.03, -0.42, -0.63, -0.46, -0.93, 0.33


11.
C16H11BrCl2N3OSe3TeTi | wB97M-V/def2-TZVPD

Properties
**Frontier orbital gap (spin up / spin down)**: 0.250 / 0.246 Eh
**Energy relative to the best compared isomer or geometry (same formula, charge and spin)**: 27.1 kcal/mol
**2S+1**: 2
**E_HOMO (spin up / spin down)**: -7.8 / -7.8 eV

Positions of all 39 atoms, in Å:
Ti  -1.64  -3.44  0.92
Se  0.59  -3.74  2.24
Se  0.21  -6.09  2.50
Te  -1.92  -6.46  1.24
Se  -1.62  -5.18  -0.94
Br  1.72  3.61  4.00
C  0.93  3.62  2.28
C  -0.46  3.29  2.25
C  -1.04  3.22  1.04
C  -0.36  3.47  -0.17
C  0.93  4.03  -0.13
C  1.60  4.08  1.10
N  -0.94  3.43  -1.48
N  -1.68  2.53  -1.92
C  -1.90  1.34  -1.11
C  -3.20  1.21  -0.69
C  -3.67  0.02  0.02
C  -2.75  -1.01  0.27
O  -3.07  -2.16  0.86
C  -1.45  -0.80  -0.27
N  -0.68  -1.96  -0.12
C  0.51  -1.96  -0.68
C  1.10  -0.88  -1.38
C  0.35  0.24  -1.51
C  -0.95  0.28  -0.93
H  -0.93  3.06  3.19
H  -2.09  2.95  0.84
H  1.48  4.30  -1.04
H  2.64  4.36  1.18
H  -3.91  2.02  -0.77
H  -4.66  -0.01  0.31
H  1.02  -2.90  -0.50
H  2.05  -1.02  -1.79
H  0.62  1.10  -2.04
Cl  5.16  -4.48  -1.58
C  4.54  -2.86  -1.24
Cl  5.27  -1.56  -2.25
H  4.67  -2.74  -0.18
H  3.55  -2.91  -1.53

Atomic partial charges in e from the Mulliken method, atoms 1 to 8: 0.95, -0.30, -0.14, 0.07, -0.36, -0.17, 0.16, -0.69


12.
C16H11Cl4N2O9RhSb | wB97M-V/def2-TZVPD

Properties
**Frontier orbital gap (spin up / spin down)**: 0.279 / 0.235 Eh
**Charge**: -1
**2S+1**: 5
**E_HOMO (spin up / spin down)**: -5.3 / -5.9 eV

Positions of all 44 atoms, in Å:
Rh  -0.66  -0.10  -0.96
O  -1.86  2.30  2.19
C  -1.20  1.60  1.41
O  -1.50  1.37  0.17
C  0.21  1.11  1.84
C  0.42  1.16  3.23
C  1.59  0.83  3.83
C  2.69  0.59  3.08
C  2.52  0.54  1.72
C  1.30  0.62  1.07
O  1.30  0.33  -0.25
N  3.64  0.42  0.82
O  3.71  1.26  -0.07
O  4.41  -0.47  1.04
N  1.78  0.91  5.30
O  0.80  1.14  6.01
O  2.88  0.58  5.69
H  -0.42  1.48  3.85
H  3.70  0.49  3.57
Cl  -2.94  -6.52  0.01
C  -2.46  -4.90  0.28
C  -2.06  -4.54  1.57
Cl  -2.29  -5.67  2.84
C  -1.41  -3.36  1.83
Cl  -0.54  -3.04  3.24
C  -1.29  -2.48  0.75
O  -0.51  -1.48  0.78
C  -1.96  -2.74  -0.53
O  -1.86  -1.93  -1.46
C  -2.51  -4.06  -0.75
Cl  -3.01  -4.43  -2.30
C  0.22  1.12  -5.15
Sb  -0.43  1.34  -3.09
C  -1.96  2.76  -3.48
C  1.18  2.74  -2.71
H  0.29  2.07  -5.76
H  -0.49  0.45  -5.73
H  1.17  0.58  -5.28
H  -1.42  3.74  -3.62
H  -2.60  2.65  -2.64
H  -2.57  2.55  -4.39
H  1.29  3.26  -3.71
H  2.08  2.33  -2.29
H  0.79  3.39  -1.95

Atomic partial charges in e from the Mulliken method, atoms 1 to 8: 0.59, -0.70, 0.22, -0.62, 0.23, -0.47, -0.50, -0.41


13.
C16H11Co2N2O7 | wB97M-V/def2-TZVPD

Properties
**Frontier orbital gap**: 0.098 Eh
**Charge**: -1
**Energy relative to the best compared isomer or geometry (same formula, charge and spin)**: 0.0 kcal/mol
**2S+1**: 1
**E_HOMO**: -1.5 eV

Positions of all 38 atoms, in Å:
C  3.57  -0.40  2.34
C  2.31  0.31  1.93
O  2.26  1.38  1.33
N  1.19  -0.40  2.34
C  -0.14  -0.21  1.99
C  -1.05  -1.24  2.32
C  -2.37  -1.11  1.98
N  -2.83  0.00  1.33
C  -1.97  0.99  0.98
C  -0.61  0.90  1.27
H  3.60  -1.41  1.91
H  4.42  0.17  1.97
H  3.64  -0.47  3.44
H  1.40  -1.25  2.86
H  -0.72  -2.13  2.85
H  -3.12  -1.85  2.21
H  -2.39  1.85  0.47
H  0.06  1.69  0.96
O  -4.29  -0.06  -4.51
C  -4.79  0.74  -3.84
Co  -5.63  1.89  -2.81
C  -4.59  3.32  -2.93
O  -3.98  4.29  -3.02
C  -6.90  2.02  -4.02
O  -7.73  2.12  -4.82
C  -5.27  0.70  -1.18
C  -4.79  0.87  0.07
C  -4.28  0.12  1.20
Co  -5.92  2.19  -0.37
C  -4.86  3.54  0.06
O  -4.20  4.42  0.42
C  -7.12  2.23  0.93
O  -7.94  2.28  1.74
C  -7.09  3.07  -1.46
O  -7.99  3.78  -1.69
H  -5.49  -0.30  -1.60
H  -4.67  0.58  2.13
H  -4.67  -0.91  1.16

Atomic partial charges in e from the Mulliken method, atoms 1 to 8: -1.28, 0.78, -0.58, -0.16, 0.89, -0.72, -0.41, 0.53